Below is C2H2N2O2S in the gas phase, with properties calculated with the ωB97M-V functional and the def2-TZVPD basis.

Structure (XYZ):
```
9
Properties=species:S:1:pos:R:3:lowdin_charge:R:1
O 0.37136 2.14928 -0.01913 0.066
C 0.19884 0.91861 -0.02016 -0.455
N -1.06944 0.32506 0.01741 0.097
N -0.92582 -1.09120 -0.07635 0.001
O 0.43743 -1.35086 -0.12070 -0.059
C 1.17401 -0.18374 0.02844 -0.718
S 2.80078 -0.09477 -0.02822 0.798
H -1.73256 0.82133 -0.54631 0.151
H -1.25461 -1.49370 0.76500 0.118
```

Results
- multiplicity = 1
- ΔE to the lowest compared entry with this formula, charge and spin (kJ/mol) = 252.97
- HOMO energy (eV) = -9.54
- HOMO-LUMO gap (eV) = 8.288
- energy (eV) = -20013.7275
- total charge = 0

Below is a 2-piece molecular cluster, C2H2N2O2S overall, with properties calculated with the ωB97M-V functional and the def2-TZVPD basis.

Structure (XYZ):
```
9
Properties=species:S:1:pos:R:3:mulliken_spin:R:1
C 0.34374 1.08634 -0.15308 0.798
C 1.53996 0.85022 0.27600 -0.091
N 0.11108 -1.46429 0.14079 -0.008
N -0.94954 -1.79542 0.01662 0.014
O -2.11176 0.64556 -0.22060 0.484
O -2.03710 -2.11889 0.01204 0.012
S -1.06307 1.46402 -0.85533 0.617
H 2.08426 -0.01434 -0.25450 0.112
H 2.08242 1.34679 1.03806 0.063
```

Results
- multiplicity = 3
- ΔE to the lowest compared entry with this formula, charge and spin (kJ/mol) = 253.55
- HOMO energy (alpha / beta) (eV) = -6.77 / -10.66
- HOMO-LUMO gap (alpha / beta) (eV) = 6.975 / 8.248
- energy (eV) = -20009.2123
- total charge = 0

Below is a 2-piece molecular cluster, C2H2N2O2S2 overall, with properties calculated with the ωB97M-V functional and the def2-TZVPD basis.

Structure (XYZ):
```
10
Properties=species:S:1:pos:R:3:lowdin_charge:R:1
C 0.06521 -1.52972 1.64444 -0.866
C -0.20329 0.95815 -0.85505 -0.765
N 1.05845 -1.05397 1.19988 0.127
N 1.01179 0.95931 -0.34911 0.172
O -0.87566 1.90379 -1.15697 0.073
O -0.73360 -0.25659 -0.98527 -0.582
S -1.23617 -2.20245 2.16116 0.836
S -2.11772 -0.80247 -1.54412 0.789
H 1.46505 1.86194 -0.01261 0.170
H 1.56595 0.16200 -0.10234 0.045
```

Results
- multiplicity = 1
- ΔE to the lowest compared entry with this formula, charge and spin (kJ/mol) = 318.21
- HOMO energy (alpha / beta) (eV) = -9.35 / -9.03
- HOMO-LUMO gap (alpha / beta) (eV) = 5.596 / 7.086
- energy (eV) = -30848.5889
- total charge = 0

Below is C2H2N2O2S2 in the gas phase, with properties calculated with the ωB97M-V functional and the def2-TZVPD basis.

Structure (XYZ):
```
10
Properties=species:S:1:pos:R:3:lowdin_charge:R:1
O -1.64270 1.46408 1.64349 0.038
C -1.21436 0.64149 0.68601 -0.296
O -1.23967 1.05141 -0.63294 -0.006
N -0.21240 0.56629 -1.40470 -0.024
N 0.14537 -0.50266 -0.55304 -0.551
S 1.54036 -1.35668 -1.23280 0.742
C -0.31694 -0.60227 0.69523 -0.858
S 0.09063 -1.48899 1.96959 0.739
H 0.67134 1.21401 -1.44550 0.170
H 2.17838 -0.98668 0.27466 0.046
```

Results
- multiplicity = 1
- ΔE to the lowest compared entry with this formula, charge and spin (kJ/mol) = 529.05
- HOMO energy (eV) = -9.39
- HOMO-LUMO gap (eV) = 8.228
- energy (eV) = -30846.4037
- total charge = 0

Below is a 2-piece molecular cluster, C2H2N2O3 overall, with properties calculated with the ωB97M-V functional and the def2-TZVPD basis.

Structure (XYZ):
```
9
Properties=species:S:1:pos:R:3:lowdin_charge:R:1
O 2.32820 -0.09002 -1.04527 0.143
C 1.20412 0.27744 -1.04577 -0.363
N 0.20547 0.70843 -1.49205 0.059
O -1.00053 0.99560 -0.86015 -0.037
H -1.63927 1.26179 -1.53647 0.110
N -0.04765 -0.13739 1.25182 0.181
C -0.43267 -1.24689 1.43666 -0.354
O -0.66466 -2.42675 1.37453 0.123
H 0.04700 0.65779 1.91669 0.139
```

Results
- multiplicity = 1
- ΔE to the lowest compared entry with this formula, charge and spin (kJ/mol) = 251.51
- HOMO energy (eV) = -9.98
- HOMO-LUMO gap (eV) = 10.132
- energy (eV) = -11226.1984
- total charge = 0

Below is C2H2N2O3S as an isolated structure, with properties calculated with the ωB97M-V functional and the def2-TZVPD basis.

Structure (XYZ):
```
10
Properties=species:S:1:pos:R:3:lowdin_charge:R:1
C 0.45795 0.91868 -1.18103 -0.199
C -0.12210 -0.22532 -1.07056 -0.114
N 1.24804 1.47156 2.27562 0.195
N 0.62296 1.97565 3.02119 -0.247
O 2.75516 2.07978 -0.14470 -0.313
O 0.46334 3.06873 0.07913 -0.352
O 0.02841 2.49848 3.87166 0.150
S 1.34381 1.94025 -0.04193 0.687
H -0.37938 -0.88535 -0.19290 0.080
H -0.86918 -0.47893 -1.96995 0.113
```

Results
- multiplicity = 1
- ΔE to the lowest compared entry with this formula, charge and spin (kJ/mol) = 654.11
- HOMO energy (eV) = -9.59
- HOMO-LUMO gap (eV) = 8.199
- energy (eV) = -22057.6206
- total charge = 0

Below is a 2-piece molecular cluster, C2H2N2O4 overall, with properties calculated with the ωB97M-V functional and the def2-TZVPD basis.

Structure (XYZ):
```
10
Properties=species:S:1:pos:R:3:lowdin_charge:R:1
C -1.36004 -0.27156 -0.09399 -0.027
C -0.09641 0.23581 -0.25033 -0.281
N 1.29210 -1.26818 0.87264 0.154
N 0.79712 1.32284 -0.02026 -0.364
O 1.31947 -2.19375 0.16684 0.050
O 1.50366 1.84472 -0.87036 0.080
O 0.71329 1.73090 1.15256 0.040
O -0.52336 -0.55399 -1.24802 0.088
H -1.36704 -1.16662 0.52911 0.118
H -2.27879 0.31983 -0.23821 0.142
```

Results
- multiplicity = 1
- ΔE to the lowest compared entry with this formula, charge and spin (kJ/mol) = 736.53
- HOMO energy (alpha / beta) (eV) = -8.96 / -9.46
- HOMO-LUMO gap (alpha / beta) (eV) = 8.160 / 8.193
- energy (eV) = -13267.5425
- total charge = 0

Below is C2H2N2OS in the gas phase, with properties calculated with the ωB97M-V functional and the def2-TZVPD basis.

Structure (XYZ):
```
8
Properties=species:S:1:pos:R:3:lowdin_charge:R:1
S 2.02855 -0.52341 -0.02777 0.883
C 0.35086 -0.40150 0.00711 -0.783
C -0.45831 0.69417 0.05262 -0.136
N -1.75437 0.19540 -0.03875 0.003
N -1.79681 -1.05561 -0.03354 0.059
O -0.41888 -1.49437 0.03579 -0.064
H 2.28880 0.82455 0.08770 -0.074
H -0.23982 1.76077 -0.08315 0.112
```

Results
- multiplicity = 1
- ΔE to the lowest compared entry with this formula, charge and spin (kJ/mol) = 192.83
- HOMO energy (eV) = -9.42
- HOMO-LUMO gap (eV) = 9.767
- energy (eV) = -17966.9776
- total charge = 0

Below is a 2-piece molecular cluster, C2H2N2OS overall, with properties calculated with the ωB97M-V functional and the def2-TZVPD basis.

Structure (XYZ):
```
8
Properties=species:S:1:pos:R:3:lowdin_charge:R:1
N -0.03927 1.05696 0.94487 0.228
N -0.01788 2.02765 0.42151 -0.279
O 0.02446 3.11238 -0.01004 0.110
C 0.36491 -1.64933 0.10565 -0.084
C -0.44081 -0.85240 -0.58159 -0.801
S -1.27035 -0.10438 -1.71266 0.703
H 0.39490 -1.12986 1.10678 0.054
H 0.98405 -2.46103 -0.27452 0.070
```

Results
- multiplicity = 1
- ΔE to the lowest compared entry with this formula, charge and spin (kJ/mol) = 354.78
- HOMO energy (eV) = -8.70
- HOMO-LUMO gap (eV) = 8.251
- energy (eV) = -17965.2991
- total charge = 0

Below is C2H2N2OS in the gas phase, with properties calculated with the ωB97M-V functional and the def2-TZVPD basis.

Structure (XYZ):
```
8
Properties=species:S:1:pos:R:3:lowdin_charge:R:1
S -0.31105 1.53845 1.77285 0.799
C 0.12530 0.57247 0.40770 -0.789
N -0.59759 -0.55254 -0.05407 0.077
C 0.00280 -0.97049 -1.09486 -0.218
O 1.18411 -0.37678 -1.24719 -0.026
N 1.08127 0.82962 -0.45050 0.084
H -1.55097 0.92352 2.12679 -0.059
H 0.06613 -1.96425 -1.46071 0.132
```

Results
- multiplicity = 1
- ΔE to the lowest compared entry with this formula, charge and spin (kJ/mol) = 199.27
- HOMO energy (eV) = -9.82
- HOMO-LUMO gap (eV) = 10.311
- energy (eV) = -17966.9108
- total charge = 0

Below is C2H2N2OS in the gas phase, with properties calculated with the ωB97M-V functional and the def2-TZVPD basis.

Structure (XYZ):
```
8
Properties=species:S:1:pos:R:3:lowdin_charge:R:1
S 4.30841 -0.05178 0.02046 0.378
N 2.49343 0.14617 0.02025 -0.559
N 1.73393 1.13840 0.07748 0.090
C 0.47021 0.69263 0.01619 -0.078
C 0.51920 -0.70568 -0.00724 -0.041
O 1.81981 -1.03762 0.06264 -0.015
H -0.45188 1.21767 -0.03148 0.104
H -0.32243 -1.35004 0.05937 0.121
```

Results
- multiplicity = 1
- ΔE to the lowest compared entry with this formula, charge and spin (kJ/mol) = 347.55
- HOMO energy (alpha / beta) (eV) = -8.28 / -8.28
- HOMO-LUMO gap (alpha / beta) (eV) = 7.877 / 7.876
- energy (eV) = -17965.3741
- total charge = 0

Below is C2H2N2OS in the gas phase, with properties calculated with the ωB97M-V functional and the def2-TZVPD basis.

Structure (XYZ):
```
8
Properties=species:S:1:pos:R:3:lowdin_charge:R:1
S -1.11885 1.99396 0.60406 0.783
C -0.13122 0.58118 0.16229 -0.757
N -0.41624 -0.68767 0.14668 0.082
C 0.54305 -1.26870 -0.45290 -0.211
N 1.42196 -0.38366 -0.95778 0.071
O 1.01073 0.78754 -0.48321 -0.047
H -1.86958 1.24070 1.66638 -0.014
H 0.56015 -2.26335 -0.68552 0.094
```

Results
- multiplicity = 1
- ΔE to the lowest compared entry with this formula, charge and spin (kJ/mol) = 181.24
- HOMO energy (eV) = -9.64
- HOMO-LUMO gap (eV) = 9.988
- energy (eV) = -17967.0977
- total charge = 0